Entry 1:
Below is a cluster of 2 separate species, C4H5NO in total, with properties calculated with ωB97M-V with the def2-TZVPD basis set.

As for the total charge: 0. For the energy above the lowest of the compared OMol25 structures with the same formula, charge and spin, the calculation gives 121.7 kcal per mole. As for the SMILES: O=C1C#CCN1.[H][H]. The frontier orbital gap (spin up / spin down) comes out at 9.1626 / 9.1635 eV. The value obtained for the total energy is -7761.248 eV.

Each line ends with the Mulliken charge.
Positions of all 11 atoms, in Å:
O 0.10 -1.92 0.80  -0.532
C 0.05 -0.78 0.40  0.621
N -0.11 0.37 1.16  -0.120
C -0.17 1.61 0.35  -0.264
C -0.01 1.06 -1.04  -0.284
C 0.10 -0.15 -0.96  -0.117
H -0.20 0.32 2.16  0.190
H 0.64 2.30 0.62  0.250
H -1.13 2.12 0.48  0.251
H 0.52 -2.33 -2.33  0.044
H 0.24 -2.65 -1.71  -0.038



Entry 2:
Below is the molecule C4H5NO in a non-equilibrium geometry, with properties calculated with ωB97M-V with the def2-TZVPD basis set.

As for the total charge: 0. For the energy above the lowest of the compared OMol25 structures with the same formula, charge and spin, the calculation gives 143.6 kcal per mole. The frontier orbital gap (spin up / spin down) comes out at 7.4210 / 8.2766 eV. The value obtained for the total energy is -7760.299 eV.

Each line ends with the Mulliken charge.
Positions of all 11 atoms, in Å:
C -0.55 -1.22 0.08  -0.204
C -1.51 0.91 0.39  -0.331
C 0.81 -0.72 -0.17  0.463
C 1.12 0.67 -0.43  -0.555
N -1.55 -0.35 0.12  -0.469
O 1.48 0.18 0.74  -0.276
H -0.58 -2.31 0.00  0.350
H -0.52 1.47 0.59  0.277
H -2.24 1.67 0.22  0.309
H 1.63 -1.53 -0.39  0.256
H 1.90 1.25 -1.14  0.181



Entry 3:
Below is the molecule C4H5NO in a non-equilibrium geometry, with properties calculated with ωB97M-V with the def2-TZVPD basis set.

As for the total charge: 0. For the energy above the lowest of the compared OMol25 structures with the same formula, charge and spin, the calculation gives 69.9 kcal per mole. As for the SMILES: Cc1cnco1. The frontier orbital gap comes out at 10.1436 eV. The value obtained for the total energy is -7763.494 eV.

Each line ends with the Mulliken charge.
Positions of all 11 atoms, in Å:
C 0.94 0.67 1.24  -1.051
C 0.09 0.14 0.13  0.715
C -0.30 -1.11 -0.21  -0.402
N -1.25 -1.01 -1.19  -0.414
C -1.35 0.28 -1.53  -0.299
O -0.50 1.02 -0.72  -0.202
H 0.34 1.26 1.94  0.280
H 1.39 -0.16 1.79  0.291
H 1.73 1.31 0.85  0.291
H -0.01 -2.07 0.18  0.393
H -1.09 -0.34 -2.48  0.397